(1)
DFT (ωB97M-V/def2-TZVPD) results for a molecular structure, C23H23AsCdF7N7O.

Values from the calculation:
Total charge: +1
Frontier orbital gap (spin up / spin down) (eV): 7.923 / 8.461
Lowest unoccupied orbital energy (spin up / spin down) (Eh): -0.0803 / -0.1203
Relative energy (zero: lowest compared OMol25 entry of this formula, charge and spin) (eV): 0.000
⟨S²⟩: 0.79
Spin multiplicity: 2

Each line ends with the Mulliken charge.
Atoms and positions in Å:
Cd1 -0.23609 0.26616 -0.76019  1.76
As1 -3.11577 2.08636 -0.96349  1.97
F1 -1.55762 2.14732 -0.08616  -0.67
F2 -2.43950 3.16149 -2.12181  -0.46
F3 -3.63859 0.91428 0.21248  -0.50
F4 -2.22076 -0.44108 6.60225  -0.32
F5 -2.36338 0.73768 -1.85992  -0.57
F6 -4.55038 1.89181 -1.85024  -0.46
F7 -3.69885 3.36021 -0.00194  -0.47
O1 0.81148 1.63909 -2.13308  -0.58
N1 0.67405 3.88751 -2.16976  -0.36
N2 -0.86896 -3.69123 -2.18645  -0.09
N3 -0.11512 -1.65185 -1.84026  0.30
N4 -1.69245 -1.22135 0.44159  0.15
N5 1.01858 0.33422 1.08402  -1.01
N6 -0.12400 2.63125 -3.93648  -0.37
N7 1.04415 1.01686 3.18277  0.10
C1 -0.13198 -1.52004 3.88296  -1.41
C2 0.44304 2.68786 -2.72087  0.50
C3 2.06098 1.72057 2.55692  0.68
C4 2.03759 1.28941 1.23498  0.59
C5 2.97629 2.65593 3.02642  -1.17
C6 -1.87210 0.10439 3.06611  -0.67
C7 -0.66099 -0.73001 2.69895  2.95
C8 -1.00649 -1.77468 1.61431  -1.97
C9 0.80639 -4.39272 -3.97191  -1.03
C10 0.45764 0.21711 2.27199  -0.20
C11 -0.64717 -1.40770 5.12898  -0.45
C12 3.87844 3.14470 2.10402  -0.46
C13 1.89426 -3.89175 -4.65844  -0.45
C14 3.86850 2.71528 0.76572  -0.78
C15 -2.10833 -2.25725 -0.51098  -1.25
C16 -1.01714 -2.53838 -1.50472  0.54
C17 1.77938 -1.74885 -3.51666  -0.78
C18 0.68345 -2.24833 -2.81840  0.26
C19 2.37409 -2.58955 -4.43583  -0.64
C20 2.95386 1.78752 0.31115  -0.40
C21 -2.34767 0.18741 4.33077  -0.56
C22 -1.73677 -0.54590 5.36334  0.06
C23 0.21504 -3.53858 -3.04852  0.64
H1 -2.52566 -0.71676 0.72841  0.13
H2 2.13678 -0.74219 -3.34022  0.40
H3 -0.24769 -1.98467 5.95358  0.47
H4 -2.33795 0.68915 2.28033  0.27
H5 -2.98090 -1.88821 -1.05314  0.42
H6 0.78122 1.06471 4.15454  0.25
H7 -0.39614 1.72160 -4.26680  0.24
H8 4.60213 3.11771 0.07984  0.44
H9 2.94416 1.45947 -0.71899  0.43
H10 0.98080 3.89794 -1.21219  0.22
H11 -3.20387 0.80779 4.56295  0.52
H12 2.38988 -4.51707 -5.38863  0.39
H13 2.98401 2.98345 4.05748  0.43
H14 -2.39772 -3.18364 -0.00507  0.45
H15 3.22869 -2.24292 -5.00110  0.43
H16 0.25375 4.72351 -2.53704  0.22
H17 4.61294 3.87373 2.41832  0.41
H18 -1.64029 -2.52463 2.09738  0.60
H19 0.69758 -2.19046 3.68835  0.53
H20 -0.08638 -2.26889 1.29151  0.49
H21 0.44055 -5.39571 -4.14805  0.40
H22 -0.60649 3.42508 -4.32088  0.21
H23 -1.45651 -4.50417 -2.10417  0.22

Force components x, y, z for each atom (eV/Å):
Cd 0.11 0.10 -0.02
As -0.08 0.06 -0.01
F 0.16 -0.05 0.14
F 0.01 0.11 -0.08
F -0.02 -0.14 0.11
F 0.01 -0.02 0.00
F 0.02 -0.11 -0.05
F -0.07 0.01 -0.08
F -0.04 0.08 0.03
O 0.02 0.01 -0.13
N -0.03 0.11 0.00
N 0.01 -0.08 -0.08
N 0.13 -0.29 -0.27
N -0.09 -0.05 -0.04
N 0.02 0.34 0.19
N 0.07 0.03 -0.02
N 0.04 0.08 0.05
C -0.02 0.07 0.02
C -0.11 -0.16 0.10
C -0.06 -0.01 0.13
C -0.09 -0.15 -0.08
C -0.01 0.01 -0.01
C 0.03 0.06 -0.07
C 0.04 0.07 0.06
C 0.01 0.04 -0.05
C 0.01 -0.01 0.00
C 0.00 -0.27 -0.07
C -0.06 0.01 0.00
C 0.00 0.01 -0.03
C 0.02 0.04 0.00
C 0.01 0.03 0.05
C 0.07 0.01 -0.01
C -0.02 0.08 0.09
C 0.00 -0.01 0.01
C -0.05 0.13 0.09
C -0.03 -0.02 0.01
C -0.01 -0.02 -0.05
C 0.00 -0.05 0.03
C 0.00 -0.01 0.00
C -0.10 -0.09 0.04
H 0.02 0.07 -0.02
H 0.01 -0.01 -0.01
H -0.01 0.02 -0.01
H 0.05 0.02 0.02
H 0.00 0.01 -0.02
H 0.02 -0.03 0.00
H -0.01 0.01 0.01
H -0.01 0.00 0.01
H 0.00 0.00 0.00
H 0.02 -0.01 0.00
H 0.01 0.00 0.01
H 0.00 0.01 0.01
H 0.00 -0.01 -0.02
H -0.02 -0.02 0.02
H -0.01 0.00 0.01
H 0.01 -0.01 0.00
H 0.00 -0.01 -0.01
H 0.02 -0.05 0.03
H -0.01 0.03 0.00
H 0.00 0.01 -0.06
H 0.00 0.02 0.01
H 0.00 -0.01 0.00
H 0.00 0.01 0.01

(2)
DFT (ωB97M-V/def2-TZVPD) results for a gas-phase ion, C7H10N3 (charge +1) in a non-equilibrium geometry.

Values from the calculation:
Total charge: +1
Frontier orbital gap (eV): 9.128
Lowest unoccupied orbital energy (Eh): -0.1156
Relative energy (zero: lowest compared OMol25 entry of this formula, charge and spin) (eV): 1.402
SMILES string: [NH2+]=c1cc[nH]c2c1CCN2
Spin multiplicity: 1

Each line ends with the Mulliken charge.
Atoms and positions in Å:
N1 2.02138 -0.73393 0.10842  -0.02
N2 -0.67304 2.66861 0.15496  -0.46
N3 0.04776 -2.16912 -0.06204  -0.24
C1 0.74482 -1.01503 0.02432  0.02
C2 -0.38532 0.20619 -0.09722  0.47
C3 0.05096 1.49058 0.16995  0.55
C4 1.48680 1.66129 0.08730  -0.62
C5 -1.69690 -0.43720 0.05518  -0.99
C6 -1.42014 -1.99771 -0.27814  -0.53
C7 2.35213 0.59204 0.00553  -0.54
H1 0.20756 -3.05622 -0.46557  0.28
H2 2.60226 -1.52963 0.30607  0.27
H3 1.71381 2.65265 -0.00101  0.54
H4 -0.46791 3.55319 0.64938  0.23
H5 -2.07877 -2.51317 0.46572  0.27
H6 -2.19432 -0.35543 1.00857  0.34
H7 -1.82280 -2.25056 -1.24510  0.32
H8 -1.58162 2.65974 -0.13530  0.18
H9 3.42778 0.58028 -0.16051  0.38
H10 -2.33444 -0.00656 -0.59052  0.52

Force components x, y, z for each atom (eV/Å):
N -2.45 -1.07 0.00
N 1.94 0.03 1.23
N -1.58 0.84 0.08
C -5.76 2.66 -1.40
C 3.46 -2.18 2.30
C 0.57 -0.19 -1.17
C 0.03 -3.94 0.24
C 1.84 -2.72 0.57
C -1.60 2.73 2.33
C 1.44 1.78 0.44
H 1.99 -0.84 -0.09
H 1.10 0.35 -0.20
H 1.66 2.18 -0.27
H 0.59 -1.30 -0.45
H 1.19 -0.20 -0.52
H 0.39 0.14 0.72
H 0.69 -0.21 -0.64
H -2.80 -0.39 -0.72
H -0.16 1.25 0.18
H -2.54 1.11 -2.63

(3)
DFT (ωB97M-V/def2-TZVPD) results for a molecular structure, C9H25Al2BBr3Cl2CsINO10P2S in a non-equilibrium geometry.

Values from the calculation:
Frontier orbital gap (eV): 2.033
Lowest unoccupied orbital energy (Eh): -0.1864
Spin multiplicity: 1

Each line ends with the Mulliken charge.
Atoms and positions in Å:
Cs1 5.15877 -7.33064 -2.67095  0.92
I1 2.32612 -5.99675 2.55497  0.05
Br1 3.14268 -0.70166 4.96902  -0.51
Br2 -4.55972 1.11094 -2.74110  -0.19
Br3 1.47771 -2.02265 -0.72036  -0.07
Cl1 -2.00193 6.45835 -1.95106  -0.05
Cl2 -0.96761 7.37086 0.62688  -0.15
S1 5.63245 -7.13305 0.28258  1.18
P1 2.58046 -3.63987 2.25743  0.05
P2 5.63998 -2.81280 3.02193  0.71
Al1 -4.71720 0.66408 -5.08902  0.24
Al2 5.84030 -0.32103 5.08823  0.23
O1 5.81688 -3.25819 1.53443  -0.36
O2 1.18718 -2.80691 2.59353  -0.34
O3 5.93513 -1.37847 3.26138  -0.48
O4 -4.05824 4.07554 -5.66967  -0.39
O5 5.46963 -6.54304 1.62965  -0.58
O6 4.44524 -6.76098 -0.56339  -0.89
O7 6.61017 -3.73652 3.85243  -0.50
O8 -4.68178 6.44791 -3.20268  -0.39
O9 6.85824 -6.60977 -0.36449  -0.76
O10 5.71264 -8.59906 0.37173  -0.63
N1 -1.76251 0.68325 0.92280  0.19
C1 -1.40742 1.50610 -0.22070  -0.19
C2 -4.76096 5.28817 -3.56965  0.12
C3 -3.96357 5.22510 -5.26877  -0.09
C4 -2.17900 2.81008 -0.29047  -1.32
C5 -3.17888 0.37760 1.06906  -0.64
C6 -0.86100 -1.47081 0.02148  -0.91
C7 -0.86453 -0.41543 1.13455  -0.73
C8 -0.57281 6.98459 -1.05024  -0.39
C9 -3.86207 -0.35925 -0.08799  -0.66
B1 3.85640 -3.23937 3.64701  0.53
H1 -4.21128 4.50354 -3.00969  -0.07
H2 -0.80577 -1.02361 -0.96743  0.36
H3 -3.24457 2.65017 -0.45287  0.21
H4 -2.04821 3.39299 0.62221  0.34
H5 -4.94417 -0.25853 -0.00474  0.42
H6 -1.08058 -0.89798 2.08827  0.32
H7 -4.49515 6.01878 -5.82656  0.29
H8 -3.58118 0.03323 -1.08472  -0.09
H9 6.45279 -4.64473 3.52390  0.36
H10 0.16096 6.18728 -1.05951  0.27
H11 -1.81107 3.40231 -1.12424  0.36
H12 0.14958 -0.02304 1.24877  0.47
H13 3.57210 -3.30079 4.78650  -0.05
H14 -3.63813 -1.42900 -0.05615  0.22
H15 -5.76630 4.85303 -3.73547  0.34
H16 -1.72390 -2.14198 0.04455  0.39
H17 5.05413 -3.01885 0.98767  0.28
H18 0.62225 -3.35655 3.15635  0.26
H19 -3.32000 -0.18754 1.99280  0.35
H20 -1.53734 0.96760 -1.17131  0.20
H21 0.08996 -2.17469 0.17470  0.40
H22 -0.34487 1.75313 -0.14581  0.45
H23 -0.16941 7.86909 -1.52713  0.34
H24 -3.71322 1.31328 1.24368  0.39
H25 -2.95736 5.64656 -5.08232  0.20

Force components x, y, z for each atom (eV/Å):
Cs 1.04 -0.90 -3.29
I 0.01 0.28 0.06
Br 0.57 -0.11 -0.46
Br -0.42 0.60 -1.20
Br 1.00 -0.50 -0.07
Cl 0.08 0.11 0.01
Cl 0.05 0.00 0.01
S 1.47 -0.29 2.26
P 0.14 0.67 -0.98
P -0.94 -0.70 0.81
Al 0.03 0.15 0.11
Al -0.45 -0.27 -0.67
O 0.06 0.10 -0.38
O 0.07 -0.92 0.04
O 0.42 1.26 0.90
O -0.53 -0.70 0.88
O -0.27 0.37 -0.02
O -1.35 0.98 2.43
O -0.01 -0.39 -0.59
O 0.46 0.44 -0.90
O -0.58 0.18 -0.50
O -0.45 0.12 -0.48
N -0.16 -0.66 -0.52
C 0.07 0.38 -0.17
C -2.72 -1.03 5.14
C 2.69 1.12 -5.14
C -0.15 0.04 0.12
C -0.49 0.10 0.15
C -1.42 1.09 -0.50
C 1.06 0.04 0.84
C 0.09 -0.11 -0.02
C 0.39 -0.11 -0.14
B -0.38 0.60 0.40
H 1.11 0.19 -0.81
H -0.28 0.20 0.06
H 0.01 0.02 -0.01
H -0.01 -0.03 0.01
H -0.01 0.02 -0.01
H -0.18 -0.04 -0.05
H -1.11 -0.15 0.80
H 0.08 -0.51 1.20
H 0.48 -0.28 0.17
H -0.04 -0.04 0.05
H 0.04 0.06 -0.09
H -0.01 0.05 -0.12
H 0.24 -0.61 0.05
H -0.01 0.01 -0.02
H 0.03 0.38 -1.30
H 0.44 -0.53 -0.16
H 0.09 -0.23 -0.21
H -0.14 0.26 0.20
H 0.21 -0.04 0.01
H -0.03 0.03 0.00
H -0.33 -0.17 0.73
H 0.04 -0.20 0.09
H -0.08 0.06 0.01
H 0.15 0.09 -0.08
H -0.04 -0.46 1.32

(4)
DFT (ωB97M-V/def2-TZVPD) results for a molecular structure, C26H26N5Y in a non-equilibrium geometry.

Values from the calculation:
Total charge: +2
Frontier orbital gap (spin up / spin down) (eV): 5.873 / 5.715
Lowest unoccupied orbital energy (spin up / spin down) (Eh): -0.2606 / -0.2651
Relative energy (zero: lowest compared OMol25 entry of this formula, charge and spin) (eV): 0.000
Spin multiplicity: 1

Each line ends with the Mulliken charge.
Atoms and positions in Å:
Y1 -0.46214 -0.23387 -0.93196  1.16
N1 -1.08024 0.24398 1.15014  0.69
N2 -0.96653 1.49554 1.67851  -1.21
N3 -1.72748 -2.04135 -0.18654  0.19
N4 -1.20983 2.07165 -0.59936  -0.08
N5 3.44133 3.06437 -0.67867  -0.02
C1 1.79245 -0.01882 -0.70094  -0.43
C2 -1.45730 3.08662 -1.46542  -0.33
C3 -2.73652 -2.96209 1.89974  -0.46
C4 -3.37020 -5.20416 -2.47133  -0.41
C5 2.99342 0.61266 -0.87294  1.77
C6 -3.74262 -3.27857 -1.00906  -0.24
C7 4.17451 -0.00829 -0.46515  -0.56
C8 -1.14782 2.43205 0.74634  0.39
C9 4.80302 2.97867 -0.06594  -1.01
C10 -2.03662 -1.97645 1.14196  0.58
C11 -2.25430 -0.52042 3.07682  -0.54
C12 2.91877 -1.94448 0.31291  -0.92
C13 -1.31994 3.76356 1.15705  -0.37
C14 1.75323 -1.30495 -0.07649  -0.89
C15 -1.70421 -0.75070 1.84597  0.33
C16 2.38052 3.32421 0.35406  -0.64
C17 4.14121 -1.29712 0.08115  -0.81
C18 -1.53654 -3.78730 -1.84644  -0.04
C19 -4.22332 -4.38062 -1.71871  -0.63
C20 -3.06621 -2.79622 3.23446  -0.79
C21 -2.01455 -4.94274 -2.50237  -0.75
C22 -2.84184 -1.52573 3.79480  -0.52
C23 -1.32759 4.78600 0.22052  -0.38
C24 -1.28541 4.40194 -1.13641  -0.73
C25 3.09916 1.92082 -1.59146  -1.29
C26 -2.35906 -2.98171 -1.04629  0.05
H1 -3.87290 -6.01100 -3.00833  0.39
H2 2.56634 4.31418 0.78615  0.45
H3 -1.30755 -5.53760 -3.09618  0.38
H4 2.87356 -2.95530 0.71093  0.47
H5 -3.02838 -3.88619 1.43558  0.52
H6 -3.53088 -3.65503 3.75416  0.42
H7 5.11460 -1.76525 0.25104  0.38
H8 1.39714 3.25012 -0.14397  0.06
H9 5.11669 0.49054 -0.67649  0.56
H10 -4.38220 -2.74335 -0.30480  0.55
H11 -1.37618 5.83398 0.54452  0.45
H12 -1.43324 3.89809 2.22326  0.47
H13 -3.13305 -1.29892 4.84515  0.37
H14 0.76381 -1.69785 0.26086  0.60
H15 3.44694 3.86947 -1.34889  0.37
H16 5.06618 3.92918 0.39047  0.37
H17 -0.45444 -3.62252 -1.83013  0.25
H18 3.80549 1.93717 -2.41552  0.52
H19 4.84667 2.17013 0.69376  0.46
H20 -1.57258 2.79044 -2.52040  0.34
H21 2.44882 2.59075 1.16356  0.36
H22 -2.21824 0.50286 3.46509  0.47
H23 -5.27715 -4.62329 -1.70120  0.41
H24 5.53076 2.76350 -0.85415  0.38
H25 2.09994 2.15537 -1.99905  0.43
H26 -1.11754 5.07404 -1.95441  0.47

Force components x, y, z for each atom (eV/Å):
Y -0.90 0.81 -0.69
N -0.16 0.81 0.27
N -0.79 -2.61 0.66
N -0.43 0.24 1.05
N -0.81 0.69 0.75
N 0.03 0.99 -0.52
C -1.39 -0.99 0.42
C 1.69 -1.16 -0.52
C -0.29 -0.39 0.59
C -0.91 0.19 0.23
C 1.39 -0.25 -0.11
C 0.43 -0.34 0.38
C -0.26 -0.67 -0.15
C 0.27 0.11 -2.10
C 0.48 -0.44 0.20
C 0.01 0.03 -0.92
C -0.31 0.74 1.74
C 0.41 -0.29 -0.23
C 0.06 0.31 -0.12
C 0.26 1.77 0.00
C 0.47 0.62 -1.02
C -0.15 0.08 -0.04
C 0.29 0.29 -0.22
C 0.29 -0.61 0.09
C 0.46 0.43 -0.07
C 0.20 -0.55 -1.30
C 0.45 1.04 -0.42
C -0.40 0.40 1.71
C 0.19 -0.51 0.17
C -0.42 0.57 0.29
C -1.21 -0.16 0.00
C -0.17 -1.29 0.17
H 0.63 0.03 0.11
H -0.19 -0.19 -0.24
H -0.45 0.17 0.39
H 0.19 0.22 0.12
H 0.19 -0.22 -0.29
H 0.31 0.89 -0.14
H -0.55 -0.11 0.25
H 0.47 0.20 0.35
H 0.03 -0.42 0.14
H 0.03 0.03 -0.45
H 0.08 -0.51 -0.30
H 0.13 0.31 0.00
H 0.04 -0.32 -0.98
H 0.67 -0.53 -0.20
H 0.07 -0.49 0.98
H -0.20 0.05 0.04
H -0.25 0.04 -0.01
H 0.28 -0.09 0.06
H -0.27 0.65 -0.53
H 0.02 0.22 0.50
H 0.04 -0.04 -0.37
H 0.24 -0.57 0.04
H -0.02 0.10 0.11
H -0.17 0.05 0.11
H 0.45 0.07 0.09
H -0.54 0.59 -0.07

(5)
DFT (ωB97M-V/def2-TZVPD) results for 2 unconnected molecules or ions with the total composition C2H3NO3 in a non-equilibrium geometry.

Values from the calculation:
Frontier orbital gap (eV): 9.281
Lowest unoccupied orbital energy (Eh): 0.0004
Relative energy (zero: lowest compared OMol25 entry of this formula, charge and spin) (eV): 5.250
Spin multiplicity: 1

Each line ends with the Mulliken charge.
Atoms and positions in Å:
O1 -3.80979 0.16317 -0.00505  -0.49
O2 -1.57641 2.09877 0.14668  -0.36
O3 -2.42236 -1.48919 -0.25993  -0.50
N1 -2.74213 -0.36694 -0.09276  0.64
C1 0.08700 0.28138 0.18364  -0.83
C2 -1.20841 0.96614 0.14357  0.65
H1 -0.02694 -0.83886 0.56480  0.30
H2 0.61890 0.18785 -0.74106  0.29
H3 0.57105 0.92432 0.81242  0.32

Force components x, y, z for each atom (eV/Å):
O -0.48 -0.50 -0.18
O 0.93 -3.02 0.22
O -0.03 -1.95 -0.34
N 2.34 4.00 0.92
C -1.71 -3.90 0.19
C -3.18 1.30 -1.45
H 0.15 2.59 -0.50
H -0.10 0.34 -0.80
H 2.09 1.15 1.93

Which of these has the highest spin multiplicity?
C23H23AsCdF7N7O

Which of these has the highest spin multiplicity?
C23H23AsCdF7N7O